DFT (wB97M-V/def2-TZVPD) results for one molecule with the formula C6H7N at a distorted geometry.

Each line ends with the Mulliken charge.
Cartesian coordinates (Å):
C 0.496 0.721 0.050  -0.27
C -0.574 -0.300 -0.048  0.62
C 1.811 0.424 -0.039  0.28
C -0.826 1.817 0.105  -0.35
C -1.612 0.563 -0.210  -0.62
C -0.413 -1.750 0.141  -1.15
N 2.938 -0.102 -0.044  -0.61
H -0.935 2.187 1.205  0.20
H -0.723 2.643 -0.558  0.31
H -2.670 0.539 -0.222  0.42
H -0.015 -1.946 1.088  0.33
H 0.285 -2.294 -0.674  0.24
H -1.361 -2.371 0.138  0.31
H 3.597 -0.130 -0.933  0.28

- HOMO-LUMO gap: 8.710 eV
- Molar mass: 93.13 g/mol
- SMILES string: CC1=CCC1=C=N
- Multiplicity: 1

DFT (wB97M-V/def2-TZVPD) results for one molecule with the formula C6H7N at a distorted geometry.

Each line ends with the Mulliken charge.
Cartesian coordinates (Å):
N 1.045 1.185 -0.078  -0.22
C -0.234 0.738 0.224  0.38
C -0.175 -0.700 -0.262  0.68
C 1.784 0.021 -0.244  -0.31
C 1.131 -1.092 0.217  -0.68
C -1.307 1.481 0.500  -0.98
C -1.204 -1.520 -0.542  -1.01
H 1.426 2.007 0.371  0.27
H 2.852 0.094 -0.413  0.40
H 1.523 -2.088 0.356  0.39
H -2.292 1.045 0.614  0.28
H -1.247 2.563 0.483  0.26
H -2.192 -1.136 -0.763  0.28
H -1.109 -2.597 -0.462  0.25

- HOMO-LUMO gap: 8.273 eV
- Molar mass: 93.13 g/mol
- SMILES string: C=c1cc[nH]c1=C
- Multiplicity: 1

DFT (wB97M-V/def2-TZVPD) results for one molecule with the formula C6H7N at a distorted geometry.

Each line ends with the Mulliken charge.
Cartesian coordinates (Å):
C -2.053 -1.619 0.915  -0.03
C -1.077 -1.040 0.508  -0.78
C 0.343 0.157 -1.474  0.45
C 1.261 -0.785 -0.802  -0.82
C 0.130 -0.043 -0.089  0.98
C 0.319 1.000 0.975  -1.41
N 0.054 1.030 -2.322  -0.67
H -2.701 -1.875 1.695  0.37
H 1.416 -1.872 -0.801  0.30
H 2.167 -0.230 -0.488  0.27
H 1.204 1.692 0.874  0.33
H 0.351 0.439 1.928  0.38
H -0.561 1.614 1.084  0.34
H -0.854 1.532 -2.003  0.29

- HOMO-LUMO gap: 10.311 eV
- Molar mass: 93.13 g/mol
- SMILES string: [H]/N=C1/C[C@]1(C)C#C
- Multiplicity: 1

DFT (wB97M-V/def2-TZVPD) results for one molecule with the formula C6H7N at a distorted geometry.

Each line ends with the Mulliken charge.
Cartesian coordinates (Å):
C 0.421 -0.651 1.095  -0.52
C 1.764 -0.209 1.080  -0.42
N 1.894 0.849 0.247  -0.05
C 0.646 1.114 -0.428  -0.54
C -0.269 0.287 0.299  0.61
C -1.540 0.154 -0.591  -0.27
C -2.253 -0.915 -0.685  -0.72
H 0.104 -1.563 1.620  0.37
H 2.690 -0.601 1.604  0.35
H 2.564 1.566 0.152  0.22
H 0.346 1.702 -1.339  0.26
H -1.621 0.899 -1.380  0.19
H -3.091 -0.940 -1.380  0.28
H -1.656 -1.691 -0.294  0.25

- HOMO-LUMO gap: 9.046 eV
- Molar mass: 93.13 g/mol
- SMILES string: C=Cc1cc[nH]c1
- Multiplicity: 1

DFT (wB97M-V/def2-TZVPD) results for one molecule with the formula C6H7N2O2P at a distorted geometry.

Each line ends with the Mulliken charge.
Cartesian coordinates (Å):
C -1.141 1.125 -0.890  -0.03
C 1.133 2.229 -0.671  -0.65
C -1.731 -0.823 0.230  0.14
C 0.295 0.318 0.863  0.14
C -0.004 1.390 -0.126  0.39
C 1.145 -1.870 -0.175  -0.57
N -1.995 0.182 -0.784  -0.57
N -0.823 -0.419 1.225  -0.16
O -2.253 -1.930 0.190  -0.53
O 1.340 -0.481 0.204  -0.40
P 0.249 3.283 0.265  -0.05
H -1.270 1.814 -1.724  0.47
H 1.860 2.080 -1.383  0.47
H 0.761 0.712 1.836  0.29
H 1.818 -1.963 -0.992  0.30
H 0.042 -1.837 -0.573  0.29
H 1.228 -2.679 0.584  0.22
H -0.653 -1.130 1.921  0.25

- HOMO-LUMO gap: 8.800 eV
- Molar mass: 170.11 g/mol
- SMILES string: CO[C@@H]1NC(=O)N=C[C@]12C=P2
- Multiplicity: 1

DFT (wB97M-V/def2-TZVPD) results for a 2-piece molecular cluster, C6H7N2O3S overall at a distorted geometry.

Each line ends with the Mulliken charge.
Cartesian coordinates (Å):
C -1.022 2.354 -0.161  -0.45
C 0.342 2.605 0.179  -0.38
C -1.530 1.100 0.091  -0.50
C 1.082 1.658 0.791  -0.18
C -0.709 0.056 0.712  -0.28
C 0.601 0.406 1.095  0.43
N 2.499 -0.602 1.716  -0.67
N 1.276 -0.587 1.797  0.00
O 0.228 -2.944 -2.981  -0.65
O -2.032 -2.524 -1.740  -0.62
O -0.112 -3.180 -0.316  -0.53
S -0.899 -3.482 -1.536  0.52
H -1.515 3.126 -0.702  0.38
H 0.808 3.530 0.059  0.40
H -2.544 0.884 -0.152  0.39
H 2.064 2.018 1.183  0.24
H -1.120 -0.862 1.072  0.40
H 2.899 -1.319 2.371  0.23
H -0.316 -2.238 -3.475  0.27

- HOMO-LUMO gap: 7.228 eV
- Molar mass: 187.20 g/mol
- Net charge: -1
- Multiplicity: 1

DFT (wB97M-V/def2-TZVPD) results for C6H7N2OS2 as an isolated structure at a distorted geometry.

Each line ends with the Mulliken charge.
Cartesian coordinates (Å):
C -1.146 0.825 0.911  -0.33
C -0.332 1.900 1.062  -0.56
C 1.923 -1.042 0.048  0.93
C 3.078 -0.392 -0.187  0.00
C 0.213 0.512 -0.917  -0.15
C -2.002 -0.765 -0.593  -0.98
N 1.401 -0.363 -0.945  -0.19
N -0.966 0.128 -0.235  0.09
O 1.428 -1.916 0.925  -0.50
S 4.240 0.636 -0.117  -0.10
S 0.814 2.049 -0.193  -0.08
H -2.033 0.539 1.442  0.45
H -0.201 2.505 1.902  0.45
H 0.142 0.540 -2.060  0.46
H -2.169 -1.496 0.224  0.37
H -2.997 -0.359 -0.736  0.37
H -1.731 -1.234 -1.535  0.35
H 0.337 -2.066 1.004  0.44

- HOMO-LUMO gap: 5.135 eV
- Molar mass: 187.27 g/mol
- Net charge: +1
- Multiplicity: 1

DFT (wB97M-V/def2-TZVPD) results for C6H7N2OS3Ta as an isolated structure at a distorted geometry.

Each line ends with the Mulliken charge.
Cartesian coordinates (Å):
Ta -0.635 0.901 -0.051  0.67
S -3.031 4.583 0.616  0.02
C -2.324 3.208 0.308  0.51
S -0.797 2.786 1.302  -0.05
S -2.732 1.948 -0.822  -0.13
N 2.835 -0.464 -2.168  0.01
C 2.365 -1.713 -1.810  -0.43
C 1.220 -1.504 -1.130  -0.12
N 0.988 -0.122 -1.079  -0.24
C 2.009 0.467 -1.726  -0.13
H 3.688 -0.287 -2.686  0.25
H 2.883 -2.623 -2.059  0.40
H 0.547 -2.229 -0.705  0.44
H 2.139 1.527 -1.883  0.38
C -1.217 -1.204 2.649  -1.01
C -1.841 -0.603 1.443  0.73
O -2.897 -0.646 0.932  -0.32
H -1.899 -1.944 3.070  0.36
H -1.044 -0.415 3.385  0.35
H -0.258 -1.664 2.414  0.31

- HOMO-LUMO gap: 6.144 eV
- Molar mass: 400.28 g/mol
- Net charge: +2
- Multiplicity: 1

DFT (wB97M-V/def2-TZVPD) results for one molecule with the formula C6H7N3 at a distorted geometry.

Each line ends with the Mulliken charge.
Cartesian coordinates (Å):
C 3.073 -0.919 -0.773  0.44
C 2.306 -0.207 -0.237  -0.92
C 1.231 0.725 0.236  -0.37
C -0.125 0.526 -0.387  -0.26
C -2.320 0.130 -0.038  0.02
C 0.071 0.181 1.061  -0.15
H 3.755 -1.595 -1.266  0.40
H 1.625 1.704 0.384  0.40
H -0.026 -0.355 -1.089  0.30
H -1.646 1.526 -1.395  0.29
H -3.354 0.020 -0.426  0.37
H -0.177 -1.848 0.757  0.38
H -0.353 0.895 1.755  0.31
N -1.539 1.155 -0.483  -0.42
N -1.904 -0.916 0.657  -0.59
N -0.619 -1.023 1.243  -0.20

- HOMO-LUMO gap: 8.871 eV
- Molar mass: 121.14 g/mol
- SMILES string: C#C[C@H]1[C@@H]2NC=NN[C@@H]12
- Multiplicity: 1

DFT (wB97M-V/def2-TZVPD) results for one molecule with the formula C6H7N3 at a distorted geometry.

Each line ends with the Mulliken charge.
Cartesian coordinates (Å):
C -1.876 -1.655 -0.348  0.11
C 1.390 -0.966 0.959  -0.34
C 2.640 -0.908 -0.727  -0.27
C 0.582 -0.796 -0.150  0.02
C -1.637 0.367 0.939  -1.07
C -1.136 -0.407 -0.242  0.41
N -2.368 -2.676 -0.396  -0.41
N 2.686 -1.023 0.548  -0.58
N 1.421 -0.682 -1.213  -0.05
H 1.087 -1.162 1.946  0.45
H 3.491 -0.627 -1.232  0.37
H -1.842 1.502 0.705  0.23
H -0.864 0.305 1.738  0.27
H -2.528 -0.189 1.222  0.37
H -1.190 0.287 -1.182  0.31
H 1.294 -0.587 -2.200  0.18

- HOMO-LUMO gap: 9.747 eV
- Molar mass: 121.14 g/mol
- SMILES string: C[C@H](C#N)c1cnc[nH]1
- Multiplicity: 1

DFT (wB97M-V/def2-TZVPD) results for C6H7N3 as an isolated structure at a distorted geometry.

Each line ends with the Mulliken charge.
Cartesian coordinates (Å):
C 3.362 -0.607 0.295  -0.66
C 2.004 -0.092 -0.002  0.48
C 1.519 1.307 -0.077  -0.40
C 0.117 1.294 -0.211  -0.65
C -0.109 -0.111 -0.169  0.72
C -2.434 0.136 0.191  0.15
H 3.230 -1.779 0.384  0.25
H 4.634 -0.282 0.039  0.25
H 2.371 2.059 0.539  0.21
H -0.455 2.099 -0.057  0.46
H -1.387 -1.631 0.204  0.25
H -2.169 1.153 0.460  0.23
H -3.984 -1.043 -0.319  0.24
N -1.293 -0.717 -0.060  -0.20
N -3.735 -0.045 0.147  -0.61
N 0.887 -0.972 -0.289  -0.71

- HOMO-LUMO gap: 7.414 eV
- Molar mass: 121.14 g/mol
- Multiplicity: 1

DFT (wB97M-V/def2-TZVPD) results for C6H7N3O4S as an isolated structure at a distorted geometry.

Each line ends with the Mulliken charge.
Cartesian coordinates (Å):
C -2.448 0.329 -0.333  -0.11
C -1.659 1.245 0.466  -0.28
C -0.860 -0.842 0.550  0.20
C 0.462 -1.447 0.081  -0.59
C 0.824 -0.683 -1.161  -0.38
C 1.724 0.284 -1.174  -0.36
N -1.948 -0.843 -0.334  -0.58
N -0.697 0.577 0.982  -0.25
N 1.876 0.953 -2.468  0.92
O 3.035 1.384 -2.712  -0.58
O 0.898 1.235 -3.070  -0.54
O 1.495 -0.139 2.911  -0.46
O -0.775 0.164 3.664  -0.44
S 0.368 0.733 3.044  0.76
H -3.435 0.553 -0.943  0.32
H -1.848 2.259 0.596  0.50
H -1.172 -1.435 1.368  0.42
H 0.230 -2.523 0.008  0.37
H 1.337 -1.337 0.785  0.23
H 0.134 -0.800 -1.873  0.44
H 2.458 0.334 -0.387  0.39

- HOMO-LUMO gap: 9.651 eV
- Molar mass: 217.21 g/mol
- Multiplicity: 1

In order of appearance, calculated total energy = -7821.439, -7822.406, -7820.373, -7822.820, -22696.070, -26292.864, -33021.460, -45401.499, -10799.217, -10803.944, -10800.371, -29825.562 eV.
In order of appearance, relative energy (zero: lowest compared OMol25 entry of this formula, charge and spin) = 4.2086, 3.2411, 5.2740, 2.8270, 0.5452, 0.6283, 0.2756, 3.5020, 6.2143, 1.4867, 5.0599, 0.2726 eV.
In order of appearance, LUMO energy = 0.882, 0.739, 0.842, 1.002, -0.887, 3.041, -6.386, -9.694, 0.838, 0.578, -1.037, -0.862 eV.